1.
17
Properties=species:S:1:pos:R:3:nbo_charge:R:1 method="wB97M-V/def2-TZVPD" de_lowest_kcal_mol=9.3 lumo_energy_ha=0.037 smiles="C/C=C(/C)CC=O"
C 2.1310 0.3822 -0.6748 -0.64
C 0.9777 -0.5776 -0.6991 -0.17
C -0.2843 -0.3579 -0.3259 0.01
C -1.3329 -1.4374 -0.4137 -0.63
C -0.7843 0.9462 0.2404 -0.55
C -0.8120 0.9601 1.7582 0.45
O -0.2154 0.1845 2.4633 -0.51
H 2.6539 0.3787 -1.6385 0.22
H 1.8279 1.4116 -0.4623 0.20
H 2.8619 0.0897 0.0887 0.22
H 1.2215 -1.5794 -1.0559 0.19
H -2.0479 -1.2207 -1.2190 0.21
H -0.8885 -2.4176 -0.6090 0.22
H -1.9065 -1.5060 0.5190 0.21
H -1.8011 1.1688 -0.1141 0.23
H -0.1717 1.8058 -0.0649 0.24
H -1.4291 1.7687 2.2075 0.10

2.
79
Properties=species:S:1:pos:R:3:lowdin_charge:R:1 method="wB97M-V/def2-TZVPD" de_lowest_kcal_mol=10.9 lumo_energy_ha=-0.241 charge=+2
Hf 0.4974 -0.3596 0.5480 1.74
S -1.7599 -6.7983 -3.2161 1.11
N -2.6329 -5.5776 -2.6439 -0.19
C -1.7914 -4.7559 -2.0404 -0.30
C -2.1401 -3.5051 -1.3983 -0.06
C -3.4451 -3.0212 -1.2901 0.06
C -3.6671 -1.8235 -0.6464 0.01
C -2.5788 -1.1087 -0.1663 -0.10
N -1.3253 -1.5489 -0.2774 -0.01
C -1.1027 -2.7575 -0.8438 -0.13
C 0.2650 -3.2584 -0.8087 -0.13
N 1.1753 -2.5112 -0.1374 0.01
C 2.4355 -2.9447 -0.0744 -0.08
C 2.8536 -4.1299 -0.6656 0.01
C 1.9347 -4.8956 -1.3456 0.06
C 0.6089 -4.4606 -1.4219 -0.06
C -0.4485 -5.2114 -2.0673 -0.30
N -0.3045 -6.3671 -2.6933 -0.19
H -4.2612 -3.6043 -1.6981 0.14
H -4.6675 -1.4384 -0.5103 0.13
H -2.7226 -0.1562 0.3328 0.11
H 3.1342 -2.3195 0.4645 0.11
H 3.8866 -4.4352 -0.5817 0.13
H 2.2122 -5.8298 -1.8174 0.14
O -3.6221 -1.8721 4.5996 0.14
C -3.0619 -1.4724 5.7238 -0.48
O -3.2929 -1.3800 6.8792 0.18
C -2.1382 -1.2860 4.6051 -0.21
C -1.1274 -2.2783 4.2412 0.03
C -0.3077 -2.0675 3.2023 -0.15
N -0.2865 -0.8986 2.4558 -0.13
C -1.1639 0.1063 2.8791 -0.22
C -2.0387 -0.0199 3.8833 0.10
C -1.1002 1.3379 2.0257 -0.57
O -2.0307 2.0874 1.8402 0.10
O 0.0627 1.4582 1.3783 -0.23
H -1.0703 -3.2034 4.7975 0.13
H 0.4019 -2.8304 2.9008 0.11
H -2.6886 0.8062 4.1397 0.15
C 2.8844 -0.5563 3.7642 0.03
C 3.2785 0.0688 2.4783 -0.29
N 2.6252 0.0103 1.3205 0.03
C 3.3345 0.7969 0.4173 -0.12
C 4.4262 1.3159 1.0371 -0.04
N 4.3674 0.8381 2.3187 0.22
C 5.5559 2.2217 0.6551 -0.46
O 5.5631 2.6924 -0.5734 0.17
O 6.3893 2.4583 1.4839 0.16
C 2.7533 0.9887 -0.9301 -0.54
O 3.2284 1.7424 -1.7547 0.10
O 1.6467 0.2981 -1.0936 -0.21
H 2.3144 -1.4657 3.5961 0.07
H 2.2566 0.1301 4.3361 0.11
H 3.7624 -0.7940 4.3627 0.10
H 5.0720 1.0659 3.0112 0.19
H 4.7891 2.3983 -1.1085 0.09
C -1.5724 4.9211 -1.6519 -0.09
N -2.5114 3.8900 -2.3049 -0.07
C -2.0158 3.6489 -3.7405 -0.10
N -0.6562 3.2442 -3.7471 -0.14
C 0.1852 4.2491 -3.0963 -0.13
N -0.2288 4.4766 -1.7132 -0.13
C 0.0297 3.3271 -0.8498 -0.27
P -0.8832 1.7992 -1.3966 1.05
C -2.5555 2.6167 -1.5170 -0.24
C -0.4446 1.9024 -3.2012 -0.28
H -1.9064 5.0521 -0.6236 0.15
H -1.7047 5.8459 -2.2130 0.15
H -3.4499 4.2907 -2.3461 0.19
H -2.1412 4.5953 -4.2661 0.15
H -2.6621 2.8911 -4.1818 0.15
H 0.1086 5.1858 -3.6494 0.14
H 1.2213 3.9168 -3.1136 0.14
H -0.2580 3.5529 0.1759 0.09
H 1.0996 3.1165 -0.8537 0.09
H -2.9014 2.8396 -0.5058 0.10
H -3.2721 1.9482 -1.9961 0.10
H -1.0265 1.1782 -3.7752 0.10
H 0.6073 1.6335 -3.3066 0.09

3.
11
Properties=species:S:1:pos:R:3:nbo_charge:R:1 method="wB97M-V/def2-TZVPD" de_lowest_kcal_mol=34.1 lumo_energy_ha=0.025 smiles=Sc1cnn(S)c1
S -2.6971 -0.5200 0.0849 0.01
C -1.0040 -0.0294 0.0029 -0.31
C -0.4638 1.2831 0.0077 -0.04
N 0.8514 1.2688 -0.0189 -0.25
N 1.1834 -0.0363 -0.0168 -0.32
S 2.8151 -0.5300 -0.0761 0.24
C 0.0932 -0.8578 -0.0141 -0.02
H -3.0054 -0.4328 -1.2234 0.13
H -1.0203 2.2091 0.0377 0.22
H 3.0620 -0.4281 1.2226 0.11
H 0.1855 -1.9268 -0.0067 0.24